1.
C3H6Cl2FNO3S2 | the ωB97M-V functional and the def2-TZVPD basis

Element x y z (Å)
C (0.47352, -1.07360, 0.78744)
C (-0.48196, 0.70683, -0.64314)
C (0.43619, 2.66938, 1.82204)
N (-0.48357, 0.00000, 0.59890)
O (-1.77201, -0.58992, 2.55099)
O (-2.21384, -1.84732, 0.47520)
O (-3.12255, 0.36710, 0.78338)
F (-0.00240, 3.46739, 0.76707)
S (-0.67227, 1.22298, 2.35050)
S (-2.15286, -0.60491, 1.14050)
Cl (0.24859, 3.39015, 3.42416)
Cl (2.11096, 2.25972, 1.53785)
H (0.10485, -1.79701, 1.33567)
H (0.68414, -1.39561, -0.17844)
H (1.40743, -0.56884, 1.16362)
H (-1.20220, 1.48892, -0.43524)
H (0.36273, 1.38981, -0.72326)
H (-0.48339, 0.12968, -1.47482)

Computed properties:
- Calculated total energy: -2214.8800 hartree
- Energy relative to the best compared isomer or geometry (same formula, charge and spin): 107.4 kJ/mol
- HOMO: -10.394 eV
- Lowest unoccupied orbital energy: -1.4 eV

=====

2.
C6H16N6 | the ωB97M-V functional and the def2-TZVPD basis

Element x y z (Å)
C (-0.09363, 0.81186, -2.35113)
C (-1.58492, 0.77914, -0.30414)
C (0.03000, -0.46505, -2.67866)
C (0.52078, 0.10292, 0.65379)
C (0.46781, -0.72129, 2.97998)
C (0.47560, -2.34058, 1.16854)
N (-0.74807, 0.11896, 0.55194)
N (-1.32234, 1.06996, -1.57624)
N (0.72854, 1.80365, -2.51522)
N (-2.77193, 1.01302, 0.26256)
N (1.57442, 0.84399, 0.26432)
N (0.99767, -0.98721, 1.63850)
H (-0.70061, -1.17977, -2.40465)
H (0.85559, -0.84240, -3.28954)
H (1.00495, -1.17523, 3.83222)
H (0.72507, 0.30347, 3.33310)
H (-0.65386, -0.97255, 3.22657)
H (0.64378, -3.11960, 1.96096)
H (-0.54682, -2.12632, 1.03494)
H (1.07607, -2.65907, 0.22434)
H (-1.93905, 1.74429, -1.98579)
H (1.39601, 1.58079, -3.26350)
H (0.29239, 2.67136, -2.80468)
H (-2.77548, 1.01159, 1.30046)
H (-3.35071, 1.70021, -0.22381)
H (1.33774, 1.66880, -0.36788)
H (2.36848, 0.39428, -0.10841)
H (1.99252, -1.02921, 1.44143)

Computed properties:
- Calculated total energy: -566.1158 hartree
- Energy relative to the best compared isomer or geometry (same formula, charge and spin): 171.2 kJ/mol
- HOMO: -16.164 eV
- SMILES: C=C(N)N/C(N)=N\C(=[NH2+])[NH+](C)C
- Lowest unoccupied orbital energy: -7.7 eV
- Charge: +2

=====

3.
C27H42ClINOP2ReSi2Te | the ωB97M-V functional and the def2-TZVPD basis

Element x y z (Å)
Re (-0.20817, 1.30616, -0.36074)
Cl (3.86865, 6.86230, -0.97330)
C (3.27449, 5.29130, -0.87314)
C (4.15627, 4.22427, -0.97436)
C (3.70472, 2.91549, -0.90461)
I (5.00215, 1.33191, -1.06537)
C (2.31729, 2.65737, -0.71843)
O (1.80998, 1.47647, -0.64616)
C (1.41347, 3.76177, -0.60870)
N (0.09834, 3.42427, -0.45167)
C (-0.79850, 4.41835, -0.40478)
C (-0.43438, 5.75698, -0.49064)
C (0.89537, 6.09671, -0.62441)
C (1.85565, 5.07885, -0.69554)
H (5.21043, 4.42633, -1.11352)
H (-1.83421, 4.13625, -0.28782)
H (-1.20228, 6.51797, -0.45261)
H (1.19728, 7.13580, -0.67853)
C (-3.74188, 2.43856, 0.17731)
P (-2.63697, 1.04012, -0.20575)
C (-3.45345, 0.30086, -1.64408)
C (-2.85727, -0.06246, 1.22636)
C (-3.97248, -0.87643, 1.38818)
C (-4.11354, -1.64211, 2.54120)
C (-3.15895, -1.57572, 3.54702)
C (-2.04662, -0.75570, 3.40027)
C (-1.88288, -0.01443, 2.23459)
P (-0.45231, 1.06007, 1.96942)
C (-0.75231, 2.59116, 2.88282)
C (1.03273, 0.37282, 2.72151)
H (-4.71622, 2.02579, 0.44024)
H (-3.86618, 3.08366, -0.69435)
H (-3.38226, 3.02347, 1.02396)
H (-4.52596, 0.22525, -1.46396)
H (-3.04683, -0.67958, -1.87767)
H (-3.29948, 0.95980, -2.50028)
H (-4.74077, -0.92062, 0.62467)
H (-4.98056, -2.27990, 2.65508)
H (-3.28090, -2.16083, 4.45000)
H (-1.31406, -0.70451, 4.19708)
H (-1.61812, 3.12644, 2.49573)
H (0.12840, 3.23262, 2.82427)
H (-0.93867, 2.33848, 3.92825)
H (0.92906, 0.33431, 3.80716)
H (1.86846, 1.03118, 2.47665)
H (1.23837, -0.61619, 2.32339)
C (2.94159, -2.03167, -4.47652)
Si (1.35044, -1.57566, -3.66205)
C (-0.02484, -2.71179, -4.16953)
C (0.88705, 0.23714, -3.87800)
C (1.61612, -1.73081, -1.76815)
Te (-0.19609, -1.34023, -0.74025)
C (-0.48998, -3.05933, 0.49311)
Si (0.73931, -3.96018, 1.67681)
C (2.47913, -3.65142, 1.11742)
C (0.46863, -3.42163, 3.43230)
C (0.15360, -5.69757, 1.44821)
H (2.85103, -1.94516, -5.56304)
H (3.19109, -3.07122, -4.24961)
H (3.77406, -1.39913, -4.15921)
H (-0.24155, -2.59026, -5.23411)
H (-0.95913, -2.54005, -3.62845)
H (0.27088, -3.75419, -4.01945)
H (0.24560, 0.40047, -4.74583)
H (1.78103, 0.85336, -4.00678)
H (0.34127, 0.62460, -3.00042)
H (2.33300, -0.97519, -1.43795)
H (1.95856, -2.71423, -1.44710)
H (-0.68726, -3.78005, -0.30550)
H (-1.44470, -2.88875, 0.99884)
H (2.71403, -2.58345, 1.06797)
H (2.67351, -4.09914, 0.14015)
H (3.18114, -4.10851, 1.82040)
H (0.49075, -2.34593, 3.57759)
H (1.25772, -3.84733, 4.05939)
H (-0.48382, -3.80174, 3.81042)
H (0.38940, -6.08016, 0.45275)
H (-0.92780, -5.76086, 1.59434)
H (0.62133, -6.36460, 2.17756)

Computed properties:
- Calculated total energy: -3549.0660 hartree
- Energy relative to the best compared isomer or geometry (same formula, charge and spin): 76.6 kJ/mol
- HOMO (spin up / spin down): -16.250 / -16.456 eV
- Lowest unoccupied orbital energy (spin up / spin down): -9.6 / -11.3 eV
- Charge: +3
- Multiplicity: 4

=====

4.
C5H12NO | the ωB97M-V functional and the def2-TZVPD basis

Element x y z (Å)
C (-0.72372, 0.09565, -1.64929)
C (-1.72784, -0.89818, -1.07011)
C (-0.45698, -0.51136, -0.31028)
C (0.67105, -1.59041, -0.38020)
C (1.56398, 1.55627, 1.25231)
N (-0.50081, 0.28380, 0.90413)
O (1.35412, 1.89502, 2.51593)
H (-0.18107, -0.22717, -2.47602)
H (-1.06749, 1.20697, -1.71046)
H (-2.65854, -0.32894, -0.69252)
H (-1.81555, -1.94195, -1.48575)
H (1.57606, -1.13714, -0.07532)
H (0.76115, -1.78560, -1.39533)
H (0.45603, -2.67230, 0.05875)
H (2.36902, 0.78475, 0.94971)
H (1.29264, 2.24586, 0.33814)
H (-0.19582, -0.28829, 1.65104)
H (-1.41288, 0.72549, 0.88529)
H (0.69664, 2.58753, 2.68996)

Computed properties:
- Calculated total energy: -327.3167 hartree
- Energy relative to the best compared isomer or geometry (same formula, charge and spin): 375.2 kJ/mol
- HOMO (spin up / spin down): -13.416 / -13.417 eV
- Lowest unoccupied orbital energy (spin up / spin down): -5.5 / -5.5 eV
- Charge: +1

=====

5.
C27H27N9O4SSn | the ωB97M-V functional and the def2-TZVPD basis

Element x y z (Å)
Sn (-0.84699, -0.36721, 1.21992)
N (4.86983, 1.99226, 5.91439)
C (3.82674, 1.21085, 5.44232)
C (4.00541, -0.16371, 5.25756)
C (2.95852, -0.95576, 4.83438)
C (1.71528, -0.37694, 4.58752)
C (1.52013, 0.98773, 4.77021)
C (2.57072, 1.77493, 5.20140)
S (0.40876, -1.37296, 3.98292)
O (-0.81759, -0.59086, 4.05013)
O (0.44653, -2.63164, 4.66033)
N (0.60622, -1.52571, 2.38524)
C (1.69644, -1.57813, 1.56562)
N (1.35520, -1.12486, 0.34090)
C (2.25656, -1.23888, -0.62223)
C (3.52448, -1.73964, -0.37393)
C (3.79899, -2.08579, 0.93701)
N (2.89780, -2.02182, 1.92037)
H (5.79785, 1.61770, 5.82956)
H (4.80545, 2.98350, 5.77167)
H (4.97729, -0.60685, 5.45063)
H (3.08887, -2.02030, 4.69135)
H (0.54214, 1.41549, 4.58335)
H (2.42257, 2.83868, 5.35637)
H (1.95602, -0.90775, -1.60852)
H (4.26135, -1.83865, -1.15815)
H (4.78523, -2.43624, 1.22650)
C (0.21786, -1.91720, -6.43740)
C (-0.37802, -1.31013, -5.18997)
C (0.35711, -0.37331, -4.46640)
C (-0.17219, 0.19678, -3.31885)
C (-1.44946, -0.13056, -2.90110)
C (-2.20191, -1.05249, -3.62630)
N (-3.53537, -1.30950, -3.28825)
C (-4.12420, -1.01450, -2.05247)
C (-5.33117, -0.31426, -2.03149)
C (-5.94491, 0.02205, -0.83524)
C (-5.35816, -0.33532, 0.36915)
C (-4.17295, -1.05549, 0.35119)
C (-3.54650, -1.41562, -0.83795)
C (-2.34562, -2.34777, -0.77772)
O (-2.31518, -3.32703, -1.49255)
O (-1.42999, -2.06071, 0.10889)
C (-1.65505, -1.67848, -4.75491)
C (-2.45508, -2.74912, -5.45141)
H (1.12074, -1.38021, -6.72835)
H (-0.48244, -1.88121, -7.27433)
H (0.48835, -2.96569, -6.28064)
H (1.34804, -0.09296, -4.80912)
H (0.40145, 0.92746, -2.75796)
H (-1.87513, 0.34057, -2.02334)
H (-4.16314, -1.45993, -4.05529)
H (-5.77777, -0.01931, -2.97532)
H (-6.87758, 0.57398, -0.84619)
H (-5.82719, -0.07599, 1.30979)
H (-3.76008, -1.41482, 1.28122)
H (-2.98311, -3.35421, -4.71090)
H (-1.81299, -3.41245, -6.02832)
H (-3.19737, -2.33095, -6.14393)
N (1.58702, 6.33988, 1.89333)
C (1.12715, 5.16713, 1.41613)
N (0.24018, 5.20294, 0.40061)
N (1.55969, 4.06651, 1.95808)
C (1.16641, 2.90098, 1.48777)
N (0.81688, 1.87555, 1.07137)
H (1.22794, 7.22010, 1.58153)
H (2.20352, 6.30868, 2.68399)
H (-0.02909, 6.06176, -0.04252)
H (-0.09047, 4.33744, 0.00833)

Computed properties:
- Calculated total energy: -2451.4332 hartree
- Energy relative to the best compared isomer or geometry (same formula, charge and spin): 123.2 kJ/mol
- HOMO: -7.324 eV
- Lowest unoccupied orbital energy: -0.1 eV

=====

6.
C13H17Cl2F4OPS | the ωB97M-V functional and the def2-TZVPD basis

Element x y z (Å)
F (-0.74700, 3.19739, 0.36657)
C (0.14730, 2.09302, -0.05459)
C (0.16701, 0.81703, 1.02773)
C (1.35455, 0.91786, 2.14011)
P (2.99667, 0.04542, 1.72139)
S (3.73190, 2.00312, 1.07876)
C (3.61191, -0.63623, 0.08905)
C (2.27433, -0.85648, -1.06582)
C (1.38850, -2.33442, -0.85266)
O (2.44336, -2.03683, -2.07937)
C (2.48698, -1.61888, 2.47121)
F (1.03018, -1.96262, 2.26269)
F (3.33141, -2.78516, 2.14303)
F (2.60060, -1.45954, 3.97174)
H (-0.20106, 1.59701, -1.08193)
H (1.21997, 2.51554, -0.25212)
H (-0.85834, 0.94540, 1.62846)
H (0.06390, -0.22942, 0.49128)
H (1.60718, 2.05581, 2.34256)
H (0.99325, 0.48885, 3.19283)
H (4.00793, 0.14378, 2.78919)
H (4.88822, 2.32868, 1.85864)
H (4.19782, 0.22588, -0.49317)
H (4.23043, -1.61678, 0.07498)
H (1.62833, 0.16441, -1.40663)
H (0.29576, -1.98321, -1.06471)
H (1.75726, -3.13418, -0.08736)
Cl (-1.49523, -0.66904, -0.61620)
C (-3.03493, -0.24346, -1.27458)
C (-3.32991, -0.36818, -2.63727)
Cl (-2.18571, -0.97139, -3.78270)
C (-4.59273, 0.00157, -3.11145)
C (-5.55901, 0.49105, -2.23038)
C (-5.26686, 0.61014, -0.87240)
C (-4.00692, 0.24412, -0.39518)
H (-4.83047, -0.08960, -4.16877)
H (-6.53904, 0.77885, -2.60380)
H (-6.01974, 0.98854, -0.18473)
H (-3.78782, 0.34197, 0.66563)

Computed properties:
- Calculated total energy: -2639.8479 hartree
- HOMO: -8.877 eV
- SMILES: FCCC[PH](S)(C[C@@H]1CO1)C(F)(F)F.Clc1ccccc1Cl
- Lowest unoccupied orbital energy: 0.3 eV

=====

Q: What is the calculated total energy in the sixth record?
A: -2639.8479 hartree

=====

Repeat the first record exactly.
C3H6Cl2FNO3S2 | the ωB97M-V functional and the def2-TZVPD basis

Element x y z (Å)
C (0.47352, -1.07360, 0.78744)
C (-0.48196, 0.70683, -0.64314)
C (0.43619, 2.66938, 1.82204)
N (-0.48357, 0.00000, 0.59890)
O (-1.77201, -0.58992, 2.55099)
O (-2.21384, -1.84732, 0.47520)
O (-3.12255, 0.36710, 0.78338)
F (-0.00240, 3.46739, 0.76707)
S (-0.67227, 1.22298, 2.35050)
S (-2.15286, -0.60491, 1.14050)
Cl (0.24859, 3.39015, 3.42416)
Cl (2.11096, 2.25972, 1.53785)
H (0.10485, -1.79701, 1.33567)
H (0.68414, -1.39561, -0.17844)
H (1.40743, -0.56884, 1.16362)
H (-1.20220, 1.48892, -0.43524)
H (0.36273, 1.38981, -0.72326)
H (-0.48339, 0.12968, -1.47482)

Computed properties:
- Calculated total energy: -2214.8800 hartree
- Energy relative to the best compared isomer or geometry (same formula, charge and spin): 107.4 kJ/mol
- HOMO: -10.394 eV
- Lowest unoccupied orbital energy: -1.4 eV

=====

Q: Among the records above, which one has the highest calculated total energy?
A: C5H12NO